Entry 1:
C51H66AlBrCl2N9 as an isolated structure in a non-equilibrium geometry. Source: the Open Molecules 2025 dataset; level of theory: ωB97M-V/def2-TZVPD.

Element x y z (Å)
Br 0.892 -4.759 2.631
Cl 5.754 -0.812 -1.058
Cl 3.170 -1.871 -2.405
Al 1.211 -0.734 -0.019
N 0.084 3.422 -5.980
N -10.563 0.519 1.439
N 4.880 2.181 8.072
N -4.619 5.489 -0.236
N 4.759 -1.603 4.548
N -9.812 1.658 -2.262
N 3.825 -0.766 -5.579
N 6.467 -4.803 4.911
N 2.162 -3.270 -7.571
C 3.502 0.249 -7.518
C 6.183 -6.959 5.324
C 1.039 1.044 0.931
C 4.161 -0.526 -0.331
C 6.131 -0.122 5.451
C -3.158 1.431 -0.166
C 1.162 2.584 -6.024
C 4.204 0.190 0.970
C 5.538 -5.754 5.225
C -9.524 1.108 3.299
C -2.165 -1.109 0.079
C 0.957 -2.151 1.417
C 4.516 3.689 9.647
C -5.606 6.163 -0.900
C 1.025 3.496 -3.978
C 5.062 -0.567 -6.119
C 4.977 2.491 10.259
C 4.843 -0.593 5.461
C 6.853 -0.882 4.492
C 4.898 0.062 -7.327
C 1.203 -3.562 1.001
C -3.614 6.760 -1.743
C -0.005 3.983 -4.737
C 7.560 -6.721 5.062
C -9.118 0.521 -1.927
C 4.469 3.465 8.297
C 2.869 -0.272 -6.418
C -9.655 1.392 1.966
C 1.160 -4.048 -7.066
C -11.012 -0.328 2.415
C -7.788 2.310 -1.653
C 2.421 -3.631 -8.861
C 1.571 -4.654 -9.192
C -1.507 -0.228 -0.747
C 0.767 -4.919 -8.049
C -3.403 5.850 -0.741
C 0.297 -4.088 -0.105
C -7.858 0.896 -1.550
C -5.020 6.960 -1.844
C -2.020 1.066 -0.877
C -0.260 -0.680 -1.442
C -10.387 0.013 3.585
C 7.701 -5.381 4.812
C -5.001 0.934 1.451
C 5.194 1.581 9.260
C 3.051 -0.956 -0.898
C 1.769 2.605 -4.798
C 5.980 -1.789 3.956
C -3.783 0.535 0.660
C -3.291 -0.727 0.764
C -9.006 2.753 -2.094
H -3.771 -1.450 1.398
H 1.705 -1.919 2.176
H -9.181 2.136 1.348
H 6.518 0.679 6.060
H 2.637 -2.537 -7.069
H 5.542 0.563 9.291
H 3.696 1.140 0.955
H 4.250 4.608 10.141
H -6.641 6.014 -0.640
H 8.570 -4.793 4.574
H -5.420 0.036 1.884
H 1.223 3.745 -2.948
H 5.949 -0.886 -5.600
H -2.496 5.430 -0.344
H -3.516 2.443 -0.280
H 6.116 -2.542 3.198
H -0.003 -2.066 1.913
H 7.891 -0.774 4.227
H 3.853 -0.457 1.763
H 6.276 -3.821 4.772
H 5.721 -7.903 5.557
H 8.353 -7.450 5.056
H 1.403 2.043 -6.922
H 1.436 1.880 0.362
H 0.877 -4.394 -0.967
H 2.644 2.043 -4.519
H 3.927 -2.129 4.340
H 4.180 4.106 7.482
H -2.847 7.232 -2.335
H -0.005 1.227 1.158
H 3.981 -0.297 6.035
H 1.539 0.988 1.896
H 5.130 2.318 11.311
H 0.038 0.016 -2.219
H 5.689 0.356 -7.996
H -0.224 -4.974 0.222
H 1.528 -5.155 -10.144
H 4.941 1.744 7.170
H -4.763 4.831 0.507
H 1.825 -0.334 -6.162
H -5.536 7.611 -2.529
H -10.849 0.503 0.478
H 2.238 -3.747 0.765
H -6.934 2.926 -1.422
H -1.824 -2.116 0.220
H -0.549 3.594 -6.738
H -11.732 -1.098 2.196
H 4.500 -5.496 5.349
H -0.792 4.670 -4.504
H -10.762 1.684 -2.580
H -4.763 1.587 2.284
H -5.724 1.427 0.812
H -0.007 -5.662 -7.959
H -0.454 -3.374 -0.400
H 3.021 0.713 -8.363
H 0.813 -3.917 -6.056
H -9.582 -0.449 -1.987
H -7.067 0.238 -1.231
H 3.637 -1.212 -4.693
H -9.368 3.746 -2.300
H -1.527 1.767 -1.524
H -0.418 -1.639 -1.931
H -10.529 -0.468 4.537
H -8.880 1.622 3.991
H 5.240 0.398 1.202
H 3.185 -3.131 -9.431

Its spin multiplicity is 1. As for the net charge: -1.

***

Entry 2:
C38H41BN4O4SeZr as an isolated structure. Source: the Open Molecules 2025 dataset; level of theory: ωB97M-V/def2-TZVPD.

Element x y z (Å)
Zr 0.252 -0.517 0.241
Se 0.889 -3.129 4.071
O 0.593 2.700 1.224
O 1.552 1.381 2.830
O -3.916 0.507 0.095
O 2.147 0.919 -3.335
N -1.821 -0.343 0.607
N 1.565 -0.205 -1.396
N -0.781 0.678 -1.439
N 0.903 -2.229 1.291
C 2.814 -0.917 -1.317
C 5.082 -2.451 -0.974
C 4.636 1.923 -1.033
C 4.447 1.162 1.360
C -2.692 1.831 -2.223
C -2.286 -3.181 0.475
C 1.781 -2.649 -2.863
C 0.724 -3.434 -2.084
C -1.476 1.667 4.225
C 1.681 2.702 3.193
C 5.002 -1.199 -0.398
C -1.742 -4.591 0.680
C 2.244 4.615 4.442
C -2.498 -0.272 2.972
C -0.056 1.142 -2.452
C -2.919 -0.963 4.106
C -3.603 -3.203 -0.306
C 0.892 -2.581 2.428
C -2.274 -1.008 1.801
C 2.281 -3.482 -4.041
C -0.598 1.983 -3.404
C 1.660 5.420 3.467
C 2.901 -2.161 -1.963
C 1.360 0.622 -2.461
C 2.265 3.227 4.323
C -3.724 1.906 3.121
C -2.063 1.001 -1.315
C -3.107 -2.331 4.084
C -1.938 2.331 -3.278
C -2.460 -2.399 1.760
C 1.101 3.500 2.225
C -2.873 -3.042 2.919
C -2.349 1.235 3.044
C 3.874 -0.398 -0.567
C -2.731 0.366 -0.120
C 1.071 4.873 2.329
C 3.875 1.026 -0.048
C 4.047 -2.918 -1.771
B 0.877 1.384 1.611
H -3.615 2.993 3.123
H -1.986 1.495 5.174
H -4.363 -3.746 0.261
H 4.141 -3.883 -2.251
H 1.300 -1.765 -3.287
H -4.352 1.617 2.281
H -2.479 -5.242 1.153
H -3.983 -2.195 -0.481
H 4.301 2.183 1.721
H 0.338 -2.869 -1.231
H -3.423 -2.849 4.979
H 5.965 -3.059 -0.824
H 0.028 2.337 -4.210
H -0.842 -4.590 1.297
H -3.102 -0.414 5.021
H -4.232 1.621 4.045
H -1.860 1.577 2.129
H -3.738 2.064 -2.085
H -0.532 1.122 4.249
H 1.662 6.494 3.596
H -3.010 -4.115 2.917
H 3.071 -2.968 -4.588
H 2.842 1.381 -0.029
H -1.496 -5.036 -0.286
H -1.560 -2.653 -0.153
H 2.690 5.077 5.312
H 2.712 2.591 5.075
H 1.145 -4.353 -1.671
H 3.965 0.484 2.066
H 4.215 1.857 -2.036
H -3.474 -3.704 -1.268
H 0.613 5.487 1.567
H 5.834 -0.828 0.187
H 5.520 0.966 1.373
H 5.685 1.620 -1.085
H 1.458 -3.677 -4.731
H 2.665 -4.452 -3.718
H -1.257 2.736 4.162
H -0.123 -3.694 -2.723
H 4.601 2.964 -0.705
H -2.396 2.987 -4.006

Its spin multiplicity is 1. The energy relative to the best compared isomer or geometry (same formula, charge and spin) comes out at 0.0 kcal per mole.

***

Entry 3:
An isolated ion of composition C3H5N2O2S and charge +1 in a non-equilibrium geometry. Source: the Open Molecules 2025 dataset; level of theory: ωB97M-V/def2-TZVPD.

Element x y z (Å)
S -3.053 0.443 -0.285
O -3.503 0.681 1.039
O -0.817 -1.854 -0.353
N -1.460 0.657 -0.341
N 0.122 -1.153 -0.019
C 0.889 1.288 -0.252
C 1.254 -1.488 0.379
C -0.283 0.386 -0.125
H 1.515 -2.534 0.267
H 1.057 1.352 0.751
H 2.015 -0.815 0.627
H 0.608 2.081 -0.852
H 1.657 0.958 -0.835

Its spin multiplicity is 1. As for the net charge: +1. The energy relative to the best compared isomer or geometry (same formula, charge and spin) comes out at 91.5 kcal per mole.

***

Entry 4:
A 2-piece molecular cluster, C17H15F3NO4S overall in a non-equilibrium geometry. Source: the Open Molecules 2025 dataset; level of theory: ωB97M-V/def2-TZVPD.

Element x y z (Å)
S 2.942 0.250 5.801
F 5.027 -1.380 5.278
F 3.053 -2.213 4.789
F 3.715 -2.085 6.881
O 3.401 1.389 1.448
O 3.614 0.852 6.937
O 4.143 -0.687 1.387
O 3.004 0.831 4.478
N 3.211 0.150 1.536
C -2.427 -1.082 1.518
C 0.485 0.862 6.822
C 3.742 -1.464 5.680
C 1.886 -0.260 1.708
C -0.517 0.424 1.724
C -1.056 -0.887 1.622
C -4.789 -0.196 1.462
C 0.789 2.256 6.896
C -0.154 3.149 7.378
C -3.307 0.011 1.498
C -1.409 2.718 7.847
C -0.754 0.430 7.396
C -1.689 1.338 7.872
C 1.307 -0.125 6.241
C -1.424 1.519 1.641
C 0.899 0.671 1.859
C -2.787 1.315 1.533
H 1.092 -1.184 6.426
H -0.369 -1.736 1.579
H -0.999 2.527 1.610
H 1.194 1.712 1.987
H -0.928 -0.644 7.451
H -2.841 -2.094 1.466
H -2.655 0.989 8.248
H 1.770 2.627 6.602
H 1.675 -1.320 1.591
H -3.474 2.167 1.489
H -5.238 0.257 0.571
H 0.085 4.217 7.373
H -5.278 0.251 2.337
H -5.023 -1.262 1.457
H -2.155 3.448 8.184

Its spin multiplicity is 1. As for the net charge: -1. The energy relative to the best compared isomer or geometry (same formula, charge and spin) comes out at 119.8 kcal per mole.

***

Record-wise M values, in g/mol: 982.9 798.8 133.2 386.4
Record-wise HOMO-LUMO gap values, in eV: 7.0 7.4 6.8 4.4